{
  "formula": "C20H54N2O10",
  "method": "the ωB97M-V functional and the def2-TZVPD basis",
  "species": ["C", "O", "C", "C", "N", "C", "C", "O", "C", "H", "H", "H", "H", "H", "H", "H", "H", "H", "H", "H", "H", "H", "H", "H", "C", "O", "C", "C", "N", "C", "C", "O", "C", "H", "H", "H", "H", "H", "H", "H", "H", "H", "H", "H", "H", "H", "H", "H", "O", "C", "C", "O", "H", "H", "H", "H", "H", "H", "O", "C", "C", "O", "H", "H", "H", "H", "H", "H", "C", "C", "O", "H", "H", "H", "H", "H", "H", "C", "C", "O", "H", "H", "H", "H", "H", "H"],
  "coordinates": [[-3.347, -20.152, 25.465], [-2.546, -19.172, 24.860], [-2.864, -17.867, 25.185], [-1.889, -17.020, 24.331], [-1.740, -15.721, 24.986], [-1.504, -14.608, 24.011], [-0.977, -13.603, 24.964], [0.011, -13.889, 25.635], [0.421, -12.866, 26.516], [-3.049, -21.203, 25.225], [-4.400, -20.126, 25.110], [-3.529, -19.927, 26.502], [-2.727, -17.684, 26.233], [-3.903, -17.618, 24.981], [-2.206, -16.903, 23.292], [-0.921, -17.500, 24.286], [-1.006, -15.721, 25.718], [-2.458, -14.083, 23.705], [-0.886, -14.809, 23.136], [-1.771, -13.191, 25.594], [-0.614, -12.831, 24.310], [-0.332, -12.580, 27.274], [0.692, -11.934, 25.936], [1.207, -13.241, 27.090], [5.872, -23.263, 22.764], [5.884, -22.581, 24.012], [4.531, -22.077, 24.287], [4.751, -20.991, 25.396], [3.782, -19.911, 25.376], [4.073, -19.069, 26.525], [3.336, -17.756, 26.302], [3.221, -16.976, 27.231], [2.371, -15.836, 27.049], [5.594, -22.542, 21.970], [5.225, -24.063, 22.838], [6.809, -23.677, 22.478], [3.785, -22.770, 24.651], [4.165, -21.614, 23.418], [5.745, -20.585, 25.226], [4.965, -21.508, 26.328], [2.847, -20.361, 25.487], [5.118, -18.697, 26.641], [3.659, -19.566, 27.398], [2.385, -17.977, 25.790], [3.800, -17.300, 25.493], [2.360, -15.467, 28.088], [1.323, -16.052, 26.824], [2.745, -15.174, 26.321], [1.514, -21.378, 22.807], [0.862, -20.438, 22.017], [0.189, -19.485, 22.833], [1.096, -18.956, 23.760], [2.282, -21.044, 23.243], [1.542, -19.918, 21.331], [0.207, -20.938, 21.350], [-0.642, -19.913, 23.418], [-0.372, -18.763, 22.200], [1.030, -19.605, 24.474], [-1.858, -22.063, 21.863], [-2.388, -22.999, 22.767], [-1.202, -23.576, 23.371], [-0.645, -22.578, 24.168], [-2.338, -21.262, 21.973], [-3.007, -22.485, 23.495], [-2.897, -23.743, 22.166], [-0.511, -23.917, 22.635], [-1.573, -24.408, 24.036], [-0.172, -22.105, 23.545], [-0.730, -15.760, 28.559], [-2.099, -15.323, 28.620], [-3.061, -16.333, 28.946], [-0.398, -16.220, 29.456], [-0.103, -14.932, 28.373], [-0.552, -16.457, 27.725], [-2.354, -14.689, 27.777], [-2.185, -14.651, 29.457], [-3.944, -16.074, 28.608], [0.134, -19.134, 26.838], [0.100, -20.613, 26.500], [1.141, -20.912, 25.604], [0.151, -18.473, 25.963], [1.041, -18.942, 27.422], [-0.737, -18.792, 27.439], [-0.814, -20.829, 25.988], [0.255, -21.329, 27.311], [0.909, -21.736, 25.165]],
  "de_lowest_kj_mol": 0.0,
  "gap_ev": 9.04,
  "largest_force_ev_per_a": 11.09,
  "lumo_energy_ev": 0.6
}